2 unconnected molecules or ions with the total composition C3H8N3S. Source: the OMol25 dataset; level of theory: ωB97M-V/def2-TZVPD.

Atoms and positions in Å:
H -3.21170 -0.55222 -0.47669
C -0.31961 2.16891 1.20262
H 2.38902 -3.03471 -1.37508
H 2.66270 -1.69948 -2.69029
H 0.60215 1.69631 0.93685
C 2.22354 -2.00844 -1.76876
H -0.42627 -0.36348 0.86901
S -1.56510 1.53368 0.04739
N 1.07605 -0.33130 -0.58300
C -1.38433 -0.17297 0.38105
H -0.60176 2.16258 2.24735
H -0.36897 3.27798 0.94316
N 1.59861 -1.04134 -1.29602
H -2.43640 -1.93453 0.14695
N -2.28433 -1.01118 -0.12059

Frontier orbital gap ... 7.5482 eV
Energy above the lowest of the compared OMol25 structures with the same formula, charge and spin ... 70.8 kcal per mole
Calculated total energy ... -681.20150 a.u.
Net charge ... +1
Multiplicity ... 1

---

4 unconnected molecules or ions with the total composition C25H63N4O7. Source: the OMol25 dataset; level of theory: ωB97M-V/def2-TZVPD.

Atoms and positions in Å:
H 1.71227 0.71256 -3.80902
H -0.49601 -3.50379 -3.49286
H -0.26898 -1.89036 2.54132
C -2.80379 0.07546 3.13380
H -0.50257 1.89332 3.73624
H -3.44836 -2.38058 -2.89347
H 0.91720 -1.69558 -4.21358
H -1.31825 -3.78483 3.55391
H -4.94785 -3.23689 6.01723
H -0.87898 -1.35038 4.10089
C 1.72253 0.70359 -1.67086
H -5.86777 -1.66708 4.09444
H -2.81116 -0.83050 -2.29513
H -2.54507 0.11968 4.19611
H 5.53924 -0.50868 -5.47846
C -1.57273 3.23923 5.01932
H -1.53884 -2.22981 -4.14029
H -0.84973 -0.06851 -0.45781
C 4.99007 -1.22931 -6.08951
H -2.25802 -3.27538 2.16217
O -1.84947 -0.65469 2.40608
H -2.22552 4.73632 6.39351
H -0.95145 1.37699 5.73373
H 0.95717 -1.83908 -2.44908
C 0.19268 3.22549 1.56502
H 3.54327 -1.55493 -4.57191
H 3.07376 1.03677 -7.44591
C -1.18682 -1.69880 3.10240
O -1.14463 2.54606 7.36003
H 0.63904 -1.00888 -0.17504
H 0.03519 0.12643 1.04683
H -2.45820 -3.61868 5.83873
H 5.41411 -2.21497 -5.87329
O -1.54161 -2.47708 -2.07511
N -1.54956 2.13074 6.08610
H 0.74058 2.33765 1.83741
H 0.98849 0.08185 7.38507
H 0.38777 2.53941 8.61104
C -2.93820 -2.73384 5.41245
H 2.91617 -1.93114 -6.16942
C -0.51677 2.94810 3.98484
H 1.98240 -0.37244 -7.41031
H 3.97741 1.75005 -10.60002
H -1.62202 5.31277 4.87007
C 0.14877 2.02476 7.69858
H -0.78994 -0.05623 -2.51403
H 1.53071 1.13796 -6.59887
O 0.92716 1.02445 -0.53803
O 4.01060 -0.20850 -10.08795
H -3.30141 -2.09463 -1.15049
H 5.44872 0.89845 -11.09916
H 4.91128 0.01517 -7.68643
C -5.97713 -1.23376 5.09433
C 2.36308 0.47437 -6.83551
H -2.82683 1.08822 2.72498
H -0.59684 4.75496 2.85392
N -0.09435 -0.15627 -3.24184
H -3.98314 -2.39635 7.23673
O -4.74186 -1.17493 5.79096
C 4.70949 1.00264 -10.30029
H 0.24874 0.27594 8.96406
C -0.74479 3.70137 2.68535
C 4.84039 -1.34127 -9.86431
N -3.18473 -2.97347 3.99836
O 2.93526 0.05821 -5.60559
H 5.21692 1.35364 -9.39453
C -0.85666 -2.48530 -3.32505
H 2.52974 1.43965 -1.68782
H -3.80892 -0.33964 3.04070
N 5.26179 -0.91269 -7.48646
H -1.76519 3.51247 2.38327
C 4.69821 -1.85121 -8.44844
H -3.80973 -2.26432 3.63859
C -2.83602 -1.91193 -2.11824
C 3.54197 -1.22135 -5.61468
C -1.45992 4.58496 5.64596
H 4.51535 -2.12721 -10.55164
C 0.32889 -1.54842 -3.30379
C -4.21305 -2.44336 6.16866
H 0.46482 3.20428 4.37071
C 0.16208 0.52006 7.92143
H 0.92512 3.98597 1.34416
C 0.15349 -0.04108 -0.02349
C -1.97689 -2.99616 3.17953
H 0.88362 2.33327 6.96561
H -0.33756 2.99355 0.65954
H -2.48986 1.74532 6.19777
H 5.22672 -2.80485 -8.36139
H -2.26661 -1.87566 5.58535
H 5.88438 -1.10667 -10.08921
H -6.71517 -1.81497 5.65079
H -2.53581 3.15243 4.54384
H -6.34287 -0.21378 4.99471
H -0.73407 0.07534 7.51215
H 3.62987 -2.04345 -8.27598
C 0.98556 0.79867 -2.99783
H 0.55172 1.80032 -3.06467
H 2.19487 -0.27565 -1.52826
H -0.49110 4.75468 6.08927

Frontier orbital gap ... 7.2360 eV
Energy above the lowest of the compared OMol25 structures with the same formula, charge and spin ... 0.0 kcal per mole
Calculated total energy ... -1735.57538 a.u.
Net charge ... +1
Multiplicity ... 1

---

2 unconnected molecules or ions with the total composition C5H11NO2. Source: the OMol25 dataset; level of theory: ωB97M-V/def2-TZVPD.

Atoms and positions in Å:
H -1.71939 -1.03617 -0.05737
H 0.47307 1.05179 -1.77458
C 0.15238 -1.87081 0.83910
H -0.40785 -1.11007 -1.18311
H -0.86804 1.13432 -4.05536
H -1.21567 1.88223 -2.68563
C 0.19648 0.52484 1.52714
H 0.72021 1.44759 1.77142
O 1.18325 2.28564 -0.43003
H -0.47505 -2.53796 1.32315
O -0.96925 2.04119 -3.60150
N -0.29569 0.54375 0.13656
C -0.63690 -0.90638 -0.16425
H 0.84817 -2.44536 0.34175
H 0.49804 -1.33011 2.87470
C 0.48211 1.32162 -0.72810
C 0.81632 -0.90215 1.83837
H -0.74283 0.68990 2.15064
H 1.96065 -0.78385 1.87707

Frontier orbital gap (spin up / spin down) ... 10.7912 / 5.8812 eV
Energy above the lowest of the compared OMol25 structures with the same formula, charge and spin ... 56.2 kcal per mole
Expectation value of S² ... 0.78
Calculated total energy ... -401.96548 a.u.
Net charge ... +1
Multiplicity ... 2

---

A molecular structure, C15H28IO4P2STb. Source: the OMol25 dataset; level of theory: ωB97M-V/def2-TZVPD.

Atoms and positions in Å:
H -1.68051 5.96308 0.58190
H 0.81521 -2.86944 -4.60281
H 0.81506 -5.79975 -1.29487
O -0.94800 0.58046 -0.71157
H 3.25229 -1.46338 -3.60218
H -1.15947 3.48207 4.02330
H 1.32493 -4.50571 -0.19333
H -2.01122 5.65343 4.31599
P -0.55679 -2.21674 1.90778
H -0.29871 1.62717 2.58375
C 2.68393 -0.55642 -3.84186
H 1.69917 -4.36441 -1.92427
C -0.94567 3.98024 0.20369
S 0.14751 1.57833 -0.34860
C -0.60797 2.57021 2.14542
O 4.18877 -0.97805 -0.72239
C -0.53823 2.76595 0.76472
H -2.33020 -3.81082 1.43599
H 2.71096 -0.36160 -4.92169
H 0.66464 -2.96887 3.89200
H 1.57675 -1.69616 2.99417
H -0.89844 4.12067 -0.87305
H -0.83836 0.77491 -3.91288
C -1.47381 4.82303 2.39394
C 0.35296 -1.87901 -4.67769
C -1.40759 5.00275 1.01678
C 0.25059 0.77622 -4.02923
C -1.39331 -3.84677 2.00523
C -1.53112 -1.38237 3.23055
H -2.90733 6.36457 2.96442
H -1.61744 -4.09630 3.05317
H -1.11280 -0.39357 3.45552
H 3.11125 0.28527 -3.28762
H 1.56461 -3.37076 2.38129
Tb 0.37512 -1.27559 -0.54670
I -1.01928 -3.68077 -1.60758
H 0.62092 -1.41878 -5.63975
O 1.14503 0.69024 0.38542
H -1.20970 6.77897 3.19710
P 0.93535 -0.77168 -3.34612
C 3.07209 -1.26048 -0.69604
C 0.97517 -4.72608 -1.19669
H -1.52501 -2.01262 4.13720
H -0.77844 -4.64071 1.56900
H -0.73637 -1.99295 -4.62696
H 0.64909 1.64516 -3.50043
C -1.93224 5.95811 3.26716
C 0.96156 -2.60459 2.89334
H -2.56151 -1.23793 2.88674
C -1.10316 3.59512 2.94766
H 0.49883 0.82842 -5.09715
O 0.73089 2.33796 -1.43176

Frontier orbital gap (spin up / spin down) ... 6.9130 / 7.0696 eV
Expectation value of S² ... 12.68
Calculated total energy ... -3091.89476 a.u.
Net charge ... +2
Multiplicity ... 7

---

A molecular structure, C34H31BrN8O6S2W. Source: the OMol25 dataset; level of theory: ωB97M-V/def2-TZVPD.

Atoms and positions in Å:
C -2.17735 1.02204 2.39857
W -0.90520 -0.35982 0.02989
H -4.84195 2.42764 3.86828
C -2.97616 2.67852 -1.46314
H 0.74002 -2.30309 2.28268
C 2.08361 -0.39712 -1.06914
N -2.70406 0.66037 1.22186
O -0.95122 -3.67817 -7.23205
H -2.41154 1.93149 4.31145
H 2.39242 2.55213 3.88911
C 0.78718 -1.21142 2.33371
S -1.36467 -4.03951 -5.89697
H -5.30931 0.30127 -3.53509
H 0.86338 -3.13848 -4.63887
C -0.21327 1.40146 1.07972
O -1.43303 0.90146 -1.51773
H -3.59075 -3.43358 -6.28966
C -1.22722 -2.61635 -4.84592
H 0.59388 -1.57005 -5.37108
H -3.01799 -0.37743 -2.78978
C 2.61197 3.05777 2.95837
C 4.00544 4.48452 1.61830
C 1.77354 -0.73720 1.29660
H 1.44954 -3.99515 -2.51199
H 2.33162 -1.41867 -1.42261
C -5.12677 2.26023 -2.56892
N 1.19493 -0.50535 0.09248
C 0.10365 -2.36353 -2.12904
C 1.37730 0.32536 -2.17943
H -1.77379 -1.80619 -5.32188
N -0.56913 -0.72698 2.07612
H 1.34178 3.37847 -0.16995
C -2.90006 1.65162 3.38944
N 6.10396 5.97992 1.40047
H -3.42466 -4.51074 -4.88400
C -3.12175 -4.34552 -5.91844
C 5.16965 5.31460 1.49396
O 0.46284 1.73720 -4.31305
H 3.36866 4.80642 -0.40933
H 4.78900 0.64768 0.80848
C 3.09466 -0.52167 1.54420
N -0.03213 0.66011 -4.07535
H 1.11939 -0.93609 3.33616
H -4.38560 0.54435 0.04141
H -6.11205 2.61253 -2.84860
H -5.82364 1.73347 1.68113
C 3.35934 0.31944 -0.69910
H -1.72329 -2.87201 -3.90617
O -0.72457 -5.16085 -5.24730
H -4.59079 4.06749 -1.56764
C -3.42204 -5.54564 -6.80409
N 0.42029 -1.60727 -3.29642
N -2.66222 1.38348 -1.81299
C 0.41855 -3.83447 -2.18982
C 3.73096 3.85898 2.83499
Br -3.11224 -1.87702 -0.38132
C 0.68160 -0.25383 -3.15146
O -1.08254 0.26296 -4.55341
C -4.78780 1.53601 1.91814
H 3.49179 -0.68701 2.53582
H -0.22713 -4.37190 -2.88699
C -4.69554 0.97186 -2.95361
C 1.76170 2.87481 1.86809
C 3.85312 0.17210 0.53560
C -3.99307 0.88879 0.98766
C 0.24095 -2.24272 -4.59327
H -3.07819 -5.36822 -7.82216
H 3.85102 0.91839 -1.45627
H 0.27683 -4.24532 -1.19444
C 0.61477 2.00324 1.93886
C 2.03213 3.51297 0.65470
H -4.49614 -5.72612 -6.82640
C -0.72992 0.70206 2.32646
N -0.38443 -1.82360 -1.11626
C -3.45550 0.57984 -2.56122
H 1.34620 1.40611 -2.13388
C -4.29698 3.06963 -1.85842
H 4.40140 4.00226 3.67199
C 3.15071 4.31116 0.52733
H -2.92830 -6.43763 -6.42122
S -1.93078 3.68968 -0.64879
O 0.16956 1.43125 3.18573
C -4.23422 1.92040 3.12911

Frontier orbital gap (spin up / spin down) ... 6.4298 / 6.4069 eV
Energy above the lowest of the compared OMol25 structures with the same formula, charge and spin ... 101.6 kcal per mole
Expectation value of S² ... 0.76
Calculated total energy ... -5641.06738 a.u.
Net charge ... -1
Multiplicity ... 2

---

Which formula does entry 1 have? C3H8N3S

---

Which of these has the highest calculated total energy? C5H11NO2